A molecular structure, C13H15N3O3 in a non-equilibrium geometry. Source: the OMol25 dataset; level of theory: wB97M-V/def2-TZVPD.

For the energy above the lowest of the compared OMol25 structures with the same formula, charge and spin, the calculation gives 392.4 kcal/mol. The orbital gap comes out at 7.927 eV. Its spin multiplicity is 1. As for the molar mass: 261.281 g mol⁻¹.

XYZ file:
```
34
Properties=species:S:1:pos:R:3:lowdin_charge:R:1
O 4.2679 2.1701 0.2382 0.09
O -2.4741 -2.4887 0.3105 0.05
O 5.4090 0.1146 -0.2903 -0.09
N 0.7964 -0.1201 0.0689 0.17
N -0.2222 -1.8670 -0.0377 0.19
N 4.2395 0.9846 -0.0938 -0.17
C 3.0459 -0.0092 0.1659 -0.12
C 1.8492 0.6354 0.2783 0.01
C -3.5392 2.2949 -0.0753 -0.27
C -3.6349 1.5570 1.0280 -0.31
C -1.8301 0.6037 -1.0462 0.04
C 1.9400 -1.9303 -0.3322 0.06
C 3.1540 -1.2386 -0.3594 0.04
C -3.3795 0.2199 0.6770 -0.31
C -1.5608 -1.6050 0.1946 -0.39
C -1.9853 -0.2974 0.3895 -0.16
C 0.8451 -1.2878 -0.0323 -0.59
C -4.2446 0.1065 -0.7000 -0.02
C -3.3683 1.2466 -1.0330 -0.34
H -1.1104 1.1407 -1.0400 -0.02
H 1.8296 1.7689 0.2920 0.16
H 4.0665 -1.5419 -0.3937 0.06
H -4.3372 3.0344 -0.4549 0.16
H -2.5658 2.9608 -0.1257 0.17
H 2.0149 -3.0658 -0.4211 0.16
H -4.5455 1.8109 1.6285 0.15
H -2.8592 1.7402 1.8518 0.16
H -1.3586 0.2432 1.1343 0.16
H -3.8800 -0.5499 1.5969 0.22
H -5.3606 0.5028 -0.3797 0.19
H -3.5242 1.6648 -2.4735 0.21
H -4.1314 -0.7297 -1.0681 0.02
H -0.3532 -2.9914 -0.0222 0.25
H -1.6745 0.0280 -1.8677 0.08
```